<a>
ORCA calculation (ωB97M-V with the def2-TZVPD basis set) on 2 unconnected molecules or ions with the total composition C5H11NO4.

Each line ends with the natural charge from an NBO analysis.
CARTESIAN COORDINATES (ANGSTROEM)
C  2.195  -0.807  -0.988  -0.728
C  1.056  0.052  -1.425  0.513
O  1.142  1.197  -1.800  -0.521
C  -0.321  -0.637  -1.367  0.575
N  -1.247  -0.002  -2.089  -0.777
O  -0.505  -1.653  -0.722  -0.627
H  3.101  -0.227  -0.884  0.237
H  1.952  -1.311  -0.062  0.260
H  2.344  -1.579  -1.735  0.249
H  -1.013  0.898  -2.483  0.418
H  -2.213  -0.275  -2.014  0.417
O  -2.151  0.240  1.025  -0.727
C  -1.149  1.166  1.356  -0.095
C  0.154  0.474  1.853  -0.094
O  0.021  -0.918  1.952  -0.743
H  -2.098  -0.490  1.664  0.481
H  -0.952  1.758  0.455  0.171
H  -1.524  1.848  2.141  0.159
H  0.988  0.740  1.183  0.150
H  0.406  0.819  2.862  0.185
H  -0.186  -1.296  1.077  0.497

Properties
LUMO level = 0.000 hartree
Multiplicity = 1
E_HOMO = -9.88 eV
Frontier orbital gap = 9.875 eV



<b>
ORCA calculation (ωB97M-V with the def2-TZVPD basis set) on C5H11NO4 in the gas phase.

Each line ends with the natural charge from an NBO analysis.
CARTESIAN COORDINATES (ANGSTROEM)
N  -0.105  -0.017  -2.236  -0.850
C  0.147  0.775  -1.058  -0.086
C  -1.172  0.707  -0.103  0.081
O  -2.308  0.436  -0.793  -0.734
C  -0.737  -0.353  0.870  0.044
O  -1.392  -0.412  2.181  -0.751
C  0.717  0.140  1.227  0.059
O  1.549  -0.770  1.925  -0.730
C  1.260  0.303  -0.171  0.056
O  1.707  -0.906  -0.680  -0.742
H  0.216  -0.969  -2.055  0.389
H  0.538  0.401  -3.002  0.373
H  0.311  1.784  -1.407  0.200
H  -1.271  1.731  0.372  0.173
H  -2.123  0.142  -1.743  0.504
H  -0.770  -1.303  0.442  0.179
H  -2.303  -1.001  2.164  0.485
H  0.529  1.076  1.800  0.189
H  0.863  -1.401  2.442  0.496
H  2.123  0.977  -0.269  0.164
H  2.219  -1.340  0.094  0.502

Properties
LUMO level = 0.021 hartree
Multiplicity = 1
E_HOMO = -9.49 eV
Frontier orbital gap = 10.057 eV



Which structure wins on stability? <a> wins.



<a>
ORCA calculation (ωB97M-V with the def2-TZVPD basis set) on a molecular structure, C21H21N9O3PReS.

Each line ends with the natural charge from an NBO analysis.
CARTESIAN COORDINATES (ANGSTROEM)
Re  0.109  -1.060  0.395  1.553
C  2.887  0.758  4.814  -0.427
N  2.550  -0.062  3.680  -0.271
C  3.359  -1.002  3.131  -0.015
C  2.718  -1.493  2.027  -0.056
N  1.520  -0.858  1.908  -0.494
C  1.434  0.016  2.935  0.101
P  0.041  1.203  3.222  0.843
C  0.046  1.804  1.478  0.103
N  0.070  0.996  0.400  -0.576
C  0.044  1.811  -0.689  -0.056
C  0.006  3.112  -0.267  -0.010
N  0.007  3.087  1.088  -0.271
C  -0.036  4.232  1.956  -0.426
C  -1.308  -0.026  2.902  0.102
N  -1.336  -0.913  1.882  -0.493
C  -2.507  -1.599  1.986  -0.058
C  -3.191  -1.123  3.070  -0.015
N  -2.435  -0.145  3.625  -0.271
C  -2.829  0.657  4.752  -0.426
H  3.395  1.668  4.488  0.246
H  3.563  0.215  5.474  0.262
H  1.993  1.035  5.370  0.237
H  4.313  -1.261  3.546  0.273
H  3.058  -2.242  1.334  0.253
H  0.051  1.437  -1.696  0.247
H  -0.021  4.019  -0.836  0.272
H  -0.055  5.141  1.358  0.264
H  0.843  4.256  2.601  0.239
H  -0.931  4.205  2.578  0.238
H  -2.795  -2.377  1.303  0.253
H  -4.142  -1.418  3.470  0.273
H  -3.335  1.567  4.422  0.246
H  -1.961  0.936  5.347  0.237
H  -3.522  0.090  5.373  0.262
O  1.240  -10.133  0.943  -0.660
S  -0.181  -10.319  1.118  2.330
O  -0.829  -9.486  2.084  -0.686
O  -0.798  -11.535  0.714  -0.646
C  -0.373  -9.219  -0.457  0.160
N  -0.287  -9.784  -1.616  -0.384
C  -0.179  -9.006  -2.677  0.110
C  -0.134  -7.617  -2.529  -0.229
C  -0.235  -7.105  -1.230  0.126
N  -0.353  -7.957  -0.201  -0.457
C  -0.173  -5.685  -0.851  0.088
C  -0.048  -4.631  -1.764  -0.197
C  0.071  -3.342  -1.282  0.033
N  0.070  -3.041  0.027  -0.590
C  -0.062  -4.050  0.904  0.037
C  -0.192  -5.364  0.514  -0.135
H  -0.118  -9.502  -3.640  0.237
H  -0.023  -6.987  -3.398  0.229
H  -0.044  -4.802  -2.828  0.265
H  0.199  -2.518  -1.984  0.214
H  -0.037  -3.769  1.948  0.225
H  -0.306  -6.146  1.250  0.289

Properties
LUMO level (alpha / beta) = -0.371 / -0.393 hartree
Multiplicity = 4
E_HOMO (alpha / beta) = -16.10 / -16.00 eV
Charge = +3
Frontier orbital gap (alpha / beta) = 6.009 / 5.311 eV



<b>
ORCA calculation (ωB97M-V with the def2-TZVPD basis set) on a molecular structure, C21H21N9O3PReS.

Each line ends with the natural charge from an NBO analysis.
CARTESIAN COORDINATES (ANGSTROEM)
Re  0.116  1.251  -0.932  1.547
C  2.862  2.821  3.539  -0.416
N  2.535  2.091  2.301  -0.267
C  3.370  1.179  1.708  -0.014
C  2.756  0.753  0.573  -0.059
N  1.545  1.404  0.482  -0.496
C  1.433  2.216  1.551  0.100
P  0.035  3.358  1.849  0.844
C  0.033  4.088  0.174  0.090
N  0.067  3.361  -0.956  -0.575
C  0.056  4.247  -2.009  -0.053
C  0.019  5.509  -1.500  -0.012
N  0.005  5.392  -0.137  -0.269
C  -0.033  6.527  0.801  -0.417
C  -1.294  2.141  1.525  0.101
N  -1.343  1.322  0.456  -0.495
C  -2.525  0.616  0.522  -0.059
C  -3.185  1.020  1.639  -0.014
N  -2.407  1.970  2.248  -0.267
C  -2.796  2.693  3.472  -0.417
H  3.423  3.720  3.294  0.248
H  3.465  2.170  4.166  0.259
H  1.947  3.073  4.066  0.235
H  4.321  0.915  2.138  0.276
H  3.089  0.033  -0.156  0.258
H  0.078  3.937  -3.041  0.254
H  0.002  6.469  -1.990  0.274
H  -0.033  7.443  0.220  0.260
H  0.848  6.509  1.438  0.239
H  -0.941  6.483  1.398  0.239
H  -2.809  -0.117  -0.214  0.257
H  -4.134  0.714  2.048  0.276
H  -3.357  3.586  3.205  0.247
H  -1.908  2.954  4.039  0.236
H  -3.418  2.034  4.070  0.259
O  1.079  -8.594  0.047  -0.624
S  -0.280  -8.094  -0.162  2.307
O  -0.669  -7.248  0.940  -0.754
O  -1.179  -9.171  -0.474  -0.697
C  -0.221  -7.017  -1.615  0.138
N  -0.244  -7.613  -2.796  -0.347
C  -0.197  -6.814  -3.851  0.113
C  -0.133  -5.424  -3.727  -0.224
C  -0.104  -4.925  -2.437  0.136
N  -0.141  -5.728  -1.371  -0.417
C  -0.018  -3.481  -2.098  0.086
C  0.017  -2.462  -3.054  -0.206
C  0.098  -1.155  -2.640  0.047
N  0.115  -0.798  -1.330  -0.586
C  0.085  -1.787  -0.401  0.038
C  0.028  -3.110  -0.747  -0.146
H  -0.209  -7.287  -4.825  0.238
H  -0.097  -4.804  -4.611  0.236
H  -0.005  -2.668  -4.114  0.263
H  0.136  -0.348  -3.367  0.218
H  0.110  -1.475  0.635  0.224
H  0.008  -3.881  0.013  0.290

Properties
LUMO level (alpha / beta) = -0.368 / -0.395 hartree
Multiplicity = 4
E_HOMO (alpha / beta) = -16.76 / -16.71 eV
Charge = +3
Frontier orbital gap (alpha / beta) = 6.751 / 5.975 eV



Which structure wins on stability? <b> wins.



<a>
ORCA calculation (ωB97M-V with the def2-TZVPD basis set) on a molecular structure, C39H39BBrF14N3OSrTe.

Each line ends with the Löwdin charge.
CARTESIAN COORDINATES (ANGSTROEM)
Sr  -0.073  -1.160  0.541  1.419
C  1.878  2.828  -0.180  -0.156
N  0.682  2.365  0.497  -0.243
C  -0.399  3.330  0.200  -0.218
C  -1.876  2.932  0.425  -0.266
N  -2.207  1.794  -0.395  -0.062
C  -3.481  1.409  -0.504  -0.226
C  -4.630  1.830  0.215  -0.137
F  -4.512  2.743  1.220  0.045
C  -5.905  1.353  -0.019  -0.165
F  -6.924  1.810  0.741  0.078
C  -6.160  0.423  -1.007  -0.167
F  -7.408  -0.052  -1.236  0.062
C  -5.076  -0.018  -1.758  -0.163
F  -5.284  -0.892  -2.759  0.093
C  -3.818  0.454  -1.506  -0.149
F  -2.812  0.023  -2.309  -0.035
C  0.998  2.278  1.928  -0.208
C  0.015  1.615  2.870  -0.249
N  -0.023  0.183  2.691  -0.095
C  -0.580  -0.526  3.666  -0.236
C  -0.516  -1.944  3.638  -0.158
F  0.115  -2.547  2.587  -0.025
C  -1.038  -2.803  4.573  -0.160
F  -0.881  -4.124  4.429  0.109
C  -1.710  -2.302  5.680  -0.163
F  -2.224  -3.122  6.625  0.069
C  -1.840  -0.932  5.769  -0.165
F  -2.515  -0.403  6.807  0.086
C  -1.309  -0.088  4.815  -0.127
F  -1.599  1.230  4.999  0.048
H  2.181  3.835  0.166  0.086
H  1.694  2.893  -1.255  0.050
H  2.708  2.141  -0.015  0.043
H  -0.335  3.536  -0.871  0.083
H  -0.169  4.281  0.718  0.114
H  -2.440  3.829  0.115  0.110
H  -2.111  2.828  1.484  0.083
H  1.204  3.302  2.297  0.116
H  1.931  1.710  2.020  0.094
H  -0.967  2.069  2.748  0.092
H  0.353  1.887  3.877  0.115
C  8.078  -3.954  0.229  -0.079
C  6.899  -4.878  -0.081  -0.564
C  6.865  -5.981  0.987  -0.054
C  7.149  -5.518  -1.453  -0.058
C  5.567  -4.133  -0.083  -0.198
C  5.440  -2.807  0.290  -0.105
C  4.193  -2.214  0.314  -0.577
Br  4.056  -0.411  0.878  0.787
C  2.992  -2.872  -0.025  -0.429
O  1.863  -2.268  0.070  -0.378
C  3.130  -4.232  -0.454  -0.079
C  4.395  -4.803  -0.441  -0.007
C  1.934  -5.116  -0.838  -0.520
C  1.537  -5.949  0.387  -0.033
C  0.696  -4.345  -1.313  -0.050
C  2.307  -6.070  -1.989  -0.067
H  9.013  -4.518  0.183  0.076
H  7.996  -3.526  1.229  0.081
H  8.141  -3.134  -0.486  0.085
H  7.806  -6.540  0.999  0.075
H  6.054  -6.685  0.797  0.076
H  6.704  -5.552  1.977  0.087
H  8.111  -6.040  -1.460  0.075
H  7.161  -4.760  -2.238  0.088
H  6.373  -6.241  -1.704  0.072
H  6.296  -2.213  0.579  0.084
H  4.480  -5.846  -0.716  0.092
H  1.213  -5.301  1.203  0.091
H  2.376  -6.553  0.741  0.078
H  0.707  -6.616  0.141  0.085
H  0.179  -3.850  -0.498  0.051
H  -0.014  -5.055  -1.744  0.089
H  0.940  -3.603  -2.076  0.090
H  3.037  -6.828  -1.701  0.064
H  2.709  -5.516  -2.840  0.091
H  1.413  -6.600  -2.321  0.076
C  -0.629  -0.812  -3.617  -0.388
Te  -0.100  0.669  -2.141  1.423
C  1.876  -0.091  -2.682  -0.395
C  1.773  -0.439  -4.134  -0.293
C  2.846  -0.397  -5.017  -0.051
C  2.672  -0.719  -6.358  -0.115
C  1.423  -1.095  -6.823  -0.115
C  0.344  -1.146  -5.947  -0.052
C  0.504  -0.817  -4.608  -0.285
H  -1.594  -0.579  -4.059  0.053
H  -0.711  -1.773  -3.102  0.062
H  2.058  -0.991  -2.087  0.041
H  2.666  0.628  -2.457  0.052
H  3.823  -0.104  -4.651  0.107
H  3.514  -0.670  -7.039  0.089
H  1.283  -1.339  -7.869  0.088
H  -0.638  -1.430  -6.308  0.107
F  -1.883  -2.374  -0.467  -0.097
B  -2.854  -2.746  0.588  -1.258
F  -2.856  -1.627  1.437  0.109
F  -4.043  -3.035  -0.011  0.171
F  -2.317  -3.841  1.258  0.127

Properties
LUMO level = 0.134 hartree
Multiplicity = 1
E_HOMO = -1.76 eV
Charge = -2
Frontier orbital gap = 5.422 eV



<b>
ORCA calculation (ωB97M-V with the def2-TZVPD basis set) on a molecular structure, C39H39BBrF14N3OSrTe.

Each line ends with the Löwdin charge.
CARTESIAN COORDINATES (ANGSTROEM)
Sr  -0.939  0.421  0.401  1.399
C  -0.037  1.621  -2.911  -0.067
N  0.189  1.883  -1.489  -0.294
C  0.060  3.324  -1.193  -0.195
C  -1.200  3.666  -0.400  -0.248
N  -1.288  2.921  0.842  -0.107
C  -0.644  3.341  1.938  -0.234
C  0.187  4.469  2.160  -0.135
F  0.440  5.356  1.160  0.050
C  0.799  4.742  3.372  -0.162
F  1.561  5.845  3.485  0.090
C  0.636  3.923  4.470  -0.167
F  1.221  4.208  5.653  0.075
C  -0.162  2.799  4.314  -0.175
F  -0.320  1.951  5.343  0.094
C  -0.762  2.539  3.111  -0.195
F  -1.487  1.395  3.006  0.014
C  1.501  1.397  -1.027  -0.234
C  1.821  -0.098  -1.212  -0.276
N  3.164  -0.346  -0.720  0.026
C  4.187  -0.086  -1.520  -0.224
C  4.219  0.446  -2.851  -0.139
F  3.067  0.800  -3.483  0.046
C  5.375  0.669  -3.573  -0.175
F  5.285  1.185  -4.816  0.080
C  6.623  0.392  -3.055  -0.183
F  7.758  0.611  -3.765  0.055
C  6.666  -0.121  -1.768  -0.175
F  7.868  -0.403  -1.218  0.075
C  5.518  -0.346  -1.052  -0.155
F  5.674  -0.845  0.197  0.050
H  -1.033  1.972  -3.181  0.095
H  0.001  0.558  -3.128  0.065
H  0.709  2.138  -3.531  0.091
H  0.080  3.894  -2.131  0.118
H  0.927  3.647  -0.612  0.110
H  -2.076  3.409  -1.008  0.106
H  -1.218  4.753  -0.267  0.103
H  1.564  1.616  0.047  0.080
H  2.314  1.973  -1.492  0.127
H  1.637  -0.413  -2.240  0.104
H  1.152  -0.731  -0.603  0.051
C  -6.418  -5.611  3.107  -0.058
C  -6.673  -4.172  3.578  -0.566
C  -8.099  -3.790  3.178  -0.079
C  -6.584  -4.126  5.110  -0.060
C  -5.630  -3.237  2.967  -0.198
C  -4.281  -3.428  3.247  -0.111
C  -3.331  -2.601  2.688  -0.561
Br  -1.494  -2.887  3.110  0.737
C  -3.628  -1.536  1.805  -0.431
O  -2.699  -0.806  1.304  -0.343
C  -5.015  -1.333  1.543  -0.092
C  -5.954  -2.179  2.118  0.007
C  -5.420  -0.158  0.651  -0.518
C  -4.681  -0.214  -0.702  -0.028
C  -6.926  -0.147  0.364  -0.083
C  -5.079  1.156  1.373  -0.041
H  -7.151  -6.297  3.543  0.075
H  -5.421  -5.949  3.395  0.075
H  -6.487  -5.673  2.019  0.088
H  -8.807  -4.483  3.641  0.076
H  -8.237  -3.838  2.096  0.084
H  -8.349  -2.780  3.509  0.083
H  -7.319  -4.802  5.560  0.074
H  -6.776  -3.114  5.472  0.087
H  -5.594  -4.421  5.459  0.073
H  -3.953  -4.225  3.903  0.091
H  -6.995  -2.009  1.889  0.077
H  -4.404  -1.229  -0.983  0.098
H  -3.765  0.369  -0.679  0.059
H  -5.303  0.201  -1.499  0.083
H  -7.240  -1.046  -0.173  0.087
H  -7.159  0.717  -0.262  0.077
H  -7.518  -0.063  1.279  0.074
H  -4.025  1.192  1.648  0.064
H  -5.676  1.259  2.283  0.084
H  -5.291  2.010  0.723  0.084
C  1.791  -0.893  4.595  -0.422
Te  1.626  -0.409  2.523  1.334
C  3.748  -0.379  2.486  -0.435
C  4.198  -0.632  3.897  -0.271
C  5.558  -0.632  4.206  -0.040
C  5.993  -0.861  5.500  -0.101
C  5.065  -1.093  6.509  -0.106
C  3.713  -1.098  6.210  -0.053
C  3.268  -0.872  4.908  -0.277
H  1.360  -1.879  4.761  0.045
H  1.242  -0.168  5.193  0.047
H  4.090  0.582  2.111  0.063
H  4.072  -1.142  1.785  0.038
H  6.275  -0.453  3.413  0.116
H  7.052  -0.856  5.723  0.093
H  5.395  -1.268  7.526  0.091
H  2.985  -1.277  6.993  0.110
F  -1.382  -1.074  -1.395  -0.073
B  -1.730  -1.518  -2.748  -1.245
F  -2.460  -2.690  -2.645  0.129
F  -0.535  -1.714  -3.438  0.116
F  -2.482  -0.494  -3.336  0.108

Properties
LUMO level = 0.137 hartree
Multiplicity = 1
E_HOMO = -2.13 eV
Charge = -2
Frontier orbital gap = 5.870 eV



Which structure wins on stability? <b> wins.